[1]
Here is C8H16BCsFI2NO6S as an isolated structure from OMol25. Energies are from ωB97M-V/def2-TZVPD.

Last column: Mulliken charge in e.
CARTESIAN COORDINATES (ANGSTROEM)
C1 4.61 -0.39 -0.28  -2.873
C2 3.16 -1.00 0.11  0.491
O1 3.22 -2.41 -0.13  -0.403
C3 2.04 -0.49 -0.75  -1.250
C4 1.31 0.74 -0.21  1.147
N1 2.06 1.90 -0.69  -0.624
O2 0.00 0.72 -0.64  -0.505
B1 -0.75 1.71 0.14  0.375
I1 -0.68 3.83 -0.79  -0.318
C5 -2.28 1.30 0.40  -1.006
C6 -2.73 0.10 -0.44  -0.035
C7 -4.25 0.08 -0.63  -0.909
S1 -5.07 -1.47 -0.57  1.237
O3 -4.77 -2.26 -1.73  -0.616
O4 -6.44 -1.28 -0.20  -0.637
O5 -4.29 -2.09 0.68  -0.468
O6 0.08 1.73 1.44  -0.407
C8 1.08 0.92 1.33  0.237
F1 2.20 1.37 1.98  -0.303
I2 0.46 -0.93 2.45  -0.091
H1 5.32 -1.21 -0.28  1.115
H2 4.57 0.01 -1.29  0.308
H3 4.99 0.34 0.42  0.674
H4 3.02 -0.84 1.20  -0.040
H5 3.88 -2.85 0.42  0.301
H6 2.45 -0.16 -1.70  0.532
H7 1.34 -1.30 -0.95  0.346
H8 3.05 1.73 -0.59  0.112
H9 1.85 2.74 -0.16  0.325
H10 -2.43 1.09 1.46  0.212
H11 -2.94 2.15 0.17  0.455
H12 -2.25 0.11 -1.41  0.212
H13 -2.45 -0.82 0.07  0.317
H14 -4.55 0.51 -1.59  0.422
H15 -4.73 0.68 0.15  0.420
H16 -4.58 -3.02 0.76  0.348
Cs1 4.49 -1.26 1.86  0.902

Values from the calculation:
HOMO in eV: -7.7421
Frontier orbital gap in eV: 6.33

[2]
Here is C8H16BN as an isolated structure from OMol25. Energies are from ωB97M-V/def2-TZVPD.

Last column: Mulliken charge in e.
CARTESIAN COORDINATES (ANGSTROEM)
B1 -0.73 1.55 0.20  -0.322
C1 -2.96 0.11 -0.46  0.013
C2 -2.31 -1.19 -0.32  0.050
C3 -2.68 1.10 0.37  -0.839
C4 -1.42 -1.52 0.65  -1.088
C5 2.28 1.28 -0.19  -1.870
C6 1.86 -0.78 1.20  -1.958
C7 1.38 -0.75 -1.29  -1.457
C8 1.36 0.04 -0.02  1.636
N1 0.05 0.51 0.20  0.371
H1 -0.90 2.63 0.29  -0.080
H2 -3.10 0.26 -1.58  0.216
H3 -2.29 -1.85 -1.23  0.256
H4 -2.59 0.90 1.50  0.278
H5 -3.16 2.00 0.19  0.450
H6 -1.45 -0.90 1.49  0.267
H7 -1.06 -2.47 0.80  0.468
H8 2.02 1.98 -1.04  0.378
H9 2.25 1.91 0.67  0.450
H10 3.31 1.00 -0.35  0.449
H11 1.72 -0.12 1.97  0.512
H12 2.82 -1.15 0.92  0.494
H13 1.30 -1.64 1.27  0.420
H14 1.82 -1.77 -1.32  0.332
H15 0.41 -0.91 -1.86  0.238
H16 2.07 -0.24 -2.05  0.335

Values from the calculation:
Energy relative to the best compared isomer or geometry (same formula, charge and spin) in kJ/mol: 264.7
HOMO in eV: -8.5059
Frontier orbital gap in eV: 8.51

[3]
Here is C8H16Br12O2 as an isolated structure from OMol25. Energies are from ωB97M-V/def2-TZVPD.

Last column: Mulliken charge in e.
CARTESIAN COORDINATES (ANGSTROEM)
C1 13.25 6.58 13.75  -0.332
Br1 12.71 4.81 14.17  -0.041
Br2 14.54 7.38 14.96  0.008
Br3 11.65 7.60 13.81  -0.036
H1 13.62 6.50 12.74  0.360
C2 8.36 15.20 8.87  -0.356
Br4 9.00 13.58 8.04  0.008
Br5 9.85 16.25 9.46  0.002
Br6 7.15 14.84 10.33  -0.023
H2 7.84 15.77 8.13  0.363
C3 11.72 11.85 10.45  -0.109
Br7 11.98 10.44 11.81  0.078
Br8 11.50 11.04 8.74  0.025
Br9 13.02 13.32 10.49  -0.050
H3 10.82 12.37 10.78  0.095
C4 7.18 9.68 11.34  -0.369
Br10 8.60 8.43 11.49  0.026
Br11 6.26 9.55 9.63  -0.026
Br12 7.74 11.55 11.58  0.008
H4 6.54 9.40 12.19  0.367
C5 15.20 10.52 5.67  -1.102
C6 13.77 10.23 5.45  0.014
O1 13.64 10.13 3.99  -0.542
H5 15.74 9.83 5.06  0.287
H6 15.53 10.44 6.68  0.341
H7 15.33 11.51 5.27  0.294
H8 13.14 11.07 5.77  0.084
H9 13.53 9.27 5.87  0.326
H10 13.11 9.32 3.85  0.296
C7 16.36 12.94 13.48  -1.078
C8 15.84 11.52 13.34  -0.035
O2 16.79 10.55 13.77  -0.543
H11 16.76 13.21 14.41  0.440
H12 15.46 13.53 13.41  0.280
H13 17.10 13.24 12.68  0.249
H14 15.62 11.36 12.32  0.197
H15 14.94 11.37 13.91  0.200
H16 17.24 10.79 14.56  0.296

Values from the calculation:
Energy relative to the best compared isomer or geometry (same formula, charge and spin) in kJ/mol: 52.6
HOMO in eV: -10.1330
Frontier orbital gap in eV: 9.88

[4]
Here is C8H16Br2FN3O2S2V as an isolated structure from OMol25. Energies are from ωB97M-V/def2-TZVPD.

Last column: Mulliken charge in e.
CARTESIAN COORDINATES (ANGSTROEM)
V1 -0.52 -0.05 0.16  0.921
C1 1.59 -2.15 1.05  -0.669
C2 2.04 -0.77 1.56  -0.691
N1 1.61 0.31 0.66  0.422
C3 2.56 0.77 -0.36  -1.027
C4 3.06 -0.28 -1.34  -0.569
S1 1.90 -0.94 -2.63  0.411
C5 1.50 -2.60 -1.97  -0.736
C6 0.36 -2.85 -0.97  -0.937
N2 0.34 -2.06 0.27  0.215
H1 1.45 -2.80 1.92  0.406
H2 2.36 -2.62 0.44  0.248
H3 3.13 -0.76 1.70  0.432
H4 1.58 -0.59 2.53  0.385
H5 1.46 1.12 1.25  -0.211
H6 3.45 1.17 0.14  0.518
H7 2.09 1.59 -0.90  0.425
H8 3.51 -1.13 -0.84  0.387
H9 3.83 0.20 -1.95  0.556
H10 2.46 -2.98 -1.62  0.558
H11 1.24 -3.18 -2.86  0.508
H12 0.44 -3.92 -0.72  0.429
H13 -0.60 -2.73 -1.48  0.342
H14 -0.42 -2.47 0.83  0.414
Br1 -1.27 2.58 0.00  -0.022
C7 -0.92 3.64 1.62  -0.575
Br2 0.79 3.20 2.35  -0.003
H15 -1.69 3.41 2.35  0.408
H16 -0.93 4.69 1.33  0.406
O1 -0.15 -0.06 -1.38  -0.158
O2 0.54 -0.06 -2.54  -0.286
S2 -2.87 -0.57 0.00  -0.254
C8 -2.80 -2.14 -0.49  0.514
N3 -2.70 -3.25 -0.77  -0.431
F1 -0.71 0.00 1.75  -0.336

Values from the calculation:
Energy relative to the best compared isomer or geometry (same formula, charge and spin) in kJ/mol: 234.6
Multiplicity: 2
HOMO (alpha / beta) in eV: -15.1641 / -15.1963
Frontier orbital gap (alpha / beta) in eV: 6.63 / 6.85
Net charge: +2
⟨S²⟩: 0.761

[5]
Here is an isolated ion of composition C8H16BrN4 and charge +1 from OMol25. Energies are from ωB97M-V/def2-TZVPD.

Last column: Mulliken charge in e.
CARTESIAN COORDINATES (ANGSTROEM)
C1 3.44 -1.03 0.39  -1.099
C2 2.72 -0.35 -0.84  -0.194
C3 2.59 1.18 -0.55  -1.064
C4 1.14 1.66 -0.40  -0.557
C5 0.54 1.39 1.03  -0.504
C6 -0.92 1.14 0.84  0.475
N1 -1.91 2.01 0.76  -0.415
N2 -3.01 1.29 0.57  -0.477
N3 -2.72 0.07 0.54  0.958
C7 -3.63 -1.07 0.32  -0.490
C8 -3.44 -1.65 -1.09  -0.984
N4 -1.39 -0.12 0.73  -0.273
Br1 -0.46 -1.69 0.84  0.183
H1 3.22 -0.42 1.27  0.292
H2 4.52 -1.08 0.24  0.354
H3 3.02 -2.03 0.55  0.226
H4 1.75 -0.84 -0.96  0.178
H5 3.37 -0.47 -1.70  0.349
H6 2.98 1.69 -1.44  0.414
H7 3.22 1.51 0.28  0.494
H8 0.51 1.15 -1.14  0.385
H9 1.06 2.73 -0.63  0.340
H10 1.03 0.54 1.53  0.297
H11 0.65 2.26 1.68  0.393
H12 -3.47 -1.82 1.11  0.337
H13 -4.63 -0.66 0.42  0.349
H14 -3.58 -0.85 -1.82  0.330
H15 -4.14 -2.47 -1.26  0.362
H16 -2.44 -2.06 -1.26  0.340

Values from the calculation:
HOMO in eV: -14.1974
Frontier orbital gap in eV: 9.17
Net charge: +1

[6]
Here is C8H16ClO4Y as an isolated structure from OMol25. Energies are from ωB97M-V/def2-TZVPD.

Last column: Mulliken charge in e.
CARTESIAN COORDINATES (ANGSTROEM)
Y1 3.00 -3.96 -1.24  1.868
Cl1 2.00 -1.68 -2.24  -0.289
O1 -3.20 0.32 -0.50  -0.573
C1 -2.12 0.47 -1.08  0.301
O2 -1.87 1.26 -2.14  -0.330
C2 -2.76 2.31 -2.60  -0.307
C3 -2.47 3.64 -1.83  -0.957
C4 -0.88 -0.22 -0.55  -0.044
H1 -3.80 2.04 -2.41  0.282
H2 -2.76 2.33 -3.69  0.365
H3 -1.74 4.22 -2.40  0.283
H4 -2.09 3.50 -0.82  0.291
H5 -3.32 4.32 -1.81  0.331
H6 -0.33 0.55 -0.02  0.237
H7 -0.24 -0.67 -1.31  0.091
H8 -1.13 -0.96 0.21  -0.001
O3 1.93 -3.24 0.80  -0.508
C5 1.22 -2.53 1.46  0.743
O4 1.48 -1.20 1.82  -0.197
C6 2.61 -0.54 1.37  0.094
C7 2.76 0.77 2.00  -1.431
C8 -0.02 -3.10 2.17  -0.796
H9 2.48 -0.23 0.33  0.194
H10 3.54 -1.11 1.37  0.305
H11 1.85 1.36 2.11  0.357
H12 3.45 1.33 1.37  0.395
H13 3.35 0.74 2.92  0.368
H14 -0.84 -2.63 1.63  0.295
H15 -0.08 -2.96 3.24  0.324
H16 0.00 -4.14 1.83  0.308

Values from the calculation:
Energy relative to the best compared isomer or geometry (same formula, charge and spin) in kJ/mol: 39.0
HOMO in eV: -14.4273
Frontier orbital gap in eV: 3.21
Net charge: +2

[7]
Here is C8H16CoO4SbSe4 as an isolated structure from OMol25. Energies are from ωB97M-V/def2-TZVPD.

Last column: Mulliken charge in e.
CARTESIAN COORDINATES (ANGSTROEM)
Co1 0.38 0.02 1.06  0.791
C1 -2.41 -0.97 0.20  -0.524
C2 -1.66 -2.18 -0.32  -0.573
O1 -0.27 -2.01 -0.08  -0.289
C3 0.60 -2.46 -1.11  -0.575
C4 1.74 -1.47 -1.27  -0.522
O2 1.12 -0.20 -1.37  -0.045
C5 1.98 0.93 -1.41  -0.523
C6 1.05 2.13 -1.38  -0.573
O3 0.13 1.98 -0.31  -0.298
C7 -1.20 2.41 -0.57  -0.574
C8 -2.17 1.43 0.07  -0.514
O4 -1.74 0.15 -0.35  -0.046
H1 -2.39 -0.93 1.29  0.168
H2 -3.45 -1.02 -0.14  0.369
H3 -1.83 -2.29 -1.39  0.406
H4 -2.02 -3.08 0.19  0.297
H5 0.04 -2.53 -2.05  0.406
H6 1.00 -3.45 -0.87  0.298
H7 2.30 -1.71 -2.19  0.370
H8 2.41 -1.50 -0.41  0.170
H9 2.56 0.95 -2.34  0.369
H10 2.65 0.93 -0.55  0.174
H11 0.50 2.20 -2.32  0.407
H12 1.64 3.05 -1.25  0.299
H13 -1.36 2.44 -1.65  0.407
H14 -1.36 3.41 -0.16  0.301
H15 -3.19 1.65 -0.29  0.371
H16 -2.14 1.50 1.16  0.169
Se1 2.07 2.28 5.10  -0.680
Sb1 1.50 0.13 4.19  0.721
Se2 2.61 -0.17 1.92  -0.538
Se3 -0.81 0.23 3.13  -0.539
Se4 1.72 -1.89 5.47  -0.682

Values from the calculation:
Multiplicity: 4
HOMO (alpha / beta) in eV: -3.6087 / -3.6128
Frontier orbital gap (alpha / beta) in eV: 5.94 / 5.94
Net charge: -1
⟨S²⟩: 3.760

[8]
Here is C8H16FNO3Tb as an isolated structure from OMol25. Energies are from ωB97M-V/def2-TZVPD.

Last column: Mulliken charge in e.
CARTESIAN COORDINATES (ANGSTROEM)
C1 3.87 1.31 0.61  -0.796
C2 3.87 0.88 -0.92  -0.330
C3 2.86 -0.34 -1.29  -0.326
C4 2.46 -1.29 -0.08  -0.751
N1 1.17 -0.93 0.59  0.048
O1 0.09 -1.19 -0.22  -0.260
C5 -0.95 -0.28 0.28  0.695
O2 -0.56 0.72 0.95  -0.446
O3 -2.23 -0.58 -0.08  -0.237
C6 -3.22 -0.09 0.88  -0.396
C7 -4.67 -0.06 0.18  0.118
C8 -4.64 0.64 -1.26  -1.006
F1 -5.31 -1.32 0.19  -0.298
H1 2.83 1.60 0.98  0.230
H2 4.31 0.48 1.26  0.299
H3 4.60 2.21 0.70  0.394
H4 4.93 0.57 -1.20  0.367
H5 3.57 1.80 -1.56  0.355
H6 3.40 -0.95 -2.12  0.408
H7 1.90 0.06 -1.78  0.355
H8 2.35 -2.35 -0.51  0.414
H9 3.28 -1.39 0.72  0.355
H10 1.06 -1.60 1.38  -0.182
H11 -3.30 -0.77 1.81  0.270
H12 -3.04 0.97 1.25  0.373
H13 -5.31 0.62 0.85  0.306
H14 -5.67 0.73 -1.74  0.356
H15 -4.25 1.71 -1.13  0.301
H16 -3.90 0.05 -1.90  0.266
Tb1 0.50 -1.19 3.16  2.119

Values from the calculation:
Multiplicity: 7
HOMO (alpha / beta) in eV: -18.8805 / -18.8805
Frontier orbital gap (alpha / beta) in eV: 2.33 / 5.71
Net charge: +3
⟨S²⟩: 13.018